Entry 1:
Here is 2 unconnected molecules or ions with the total composition C4H6Si in a non-equilibrium geometry from the Open Molecules 2025 dataset. Energies are from ωB97M-V/def2-TZVPD.

Geometry (Å):
C  1.080  3.101  0.897
C  0.962  2.007  0.324
C  0.852  0.824  -0.262
C  -0.994  -0.296  0.141
Si  -0.669  -2.110  -0.346
H  1.000  4.081  1.229
H  1.433  0.135  -0.760
H  -1.954  0.176  0.079
H  0.652  -2.760  0.108
H  -0.451  -2.506  -1.701
H  -1.911  -2.652  0.290

Output
* E_LUMO (alpha / beta): -0.71 / -0.67 eV
* multiplicity: 1
* orbital gap (alpha / beta): 7.792 / 8.372 eV
* relative energy (zero: lowest compared OMol25 entry of this formula, charge and spin): 6.7048 eV

Computed Mulliken charges, given in elementary charges:
1 C -0.14
2 C -0.09
3 C -0.70
4 C -0.52
5 Si 0.41
6 H 0.44
7 H 0.46
8 H 0.45
9 H -0.08
10 H -0.11
11 H -0.13


Entry 2:
Here is a molecular structure, C4H7AgO in a non-equilibrium geometry from the Open Molecules 2025 dataset. Energies are from ωB97M-V/def2-TZVPD.

Geometry (Å):
C  -2.452  -0.011  -1.021
C  -0.962  -0.090  -0.776
C  -0.153  0.979  -0.562
O  1.140  0.973  -0.385
Ag  3.100  -0.478  0.151
H  -2.954  -0.998  -1.058
H  -0.507  -1.088  -0.808
H  -2.895  -1.638  0.743
H  -0.631  1.980  -0.588
C  -3.198  1.037  -0.273
H  -3.620  1.908  -0.779
H  -3.322  0.960  0.809
H  -2.633  0.203  -2.186

Output
* E_LUMO (alpha / beta): 1.42 / 1.44 eV
* <S²>: 0.760
* multiplicity: 2
* net charge: -1
* orbital gap (alpha / beta): 2.386 / 2.504 eV
* relative energy (zero: lowest compared OMol25 entry of this formula, charge and spin): 5.1082 eV

Computed Mulliken charges, given in elementary charges:
1 C -0.74
2 C -0.21
3 C -0.28
4 O -0.42
5 Ag -0.22
6 H 0.33
7 H 0.27
8 H 0.04
9 H 0.33
10 C -0.75
11 H 0.27
12 H 0.24
13 H 0.15


Entry 3:
Here is a single C4H7BN2O molecule in a non-equilibrium geometry from the Open Molecules 2025 dataset. Energies are from ωB97M-V/def2-TZVPD.

Geometry (Å):
B  -1.764  -0.200  0.629
C  0.834  1.492  1.514
C  1.874  1.260  0.745
C  -0.450  0.344  0.302
C  0.388  -0.893  -1.573
N  1.744  0.468  -0.365
N  0.524  0.026  -0.457
O  -2.244  -1.177  -0.216
H  -2.219  -0.109  1.769
H  0.324  1.989  2.209
H  2.915  1.652  0.937
H  -0.250  -1.725  -1.309
H  -0.110  -0.307  -2.400
H  1.521  -1.221  -1.822
H  -3.087  -1.598  0.036

Output
* E_LUMO (alpha / beta): 0.18 / 0.18 eV
* multiplicity: 1
* orbital gap (alpha / beta): 8.421 / 8.422 eV
* relative energy (zero: lowest compared OMol25 entry of this formula, charge and spin): 4.2270 eV

Computed Mulliken charges, given in elementary charges:
1 B 0.18
2 C -0.49
3 C -0.24
4 C 0.16
5 C -0.79
6 N -1.09
7 N 0.91
8 O -0.55
9 H -0.09
10 H 0.48
11 H 0.34
12 H 0.30
13 H 0.29
14 H 0.27
15 H 0.31